(1)
Below is a structure of composition C17H16F3N3SSe2V in a non-equilibrium geometry, with properties calculated with ωB97M-V with the def2-TZVPD basis set.

```
! RIJCOSX wB97M-V def2-TZVPD def2/J DEFGRID3
* xyz 2 2
Se -0.8564 2.8684 0.1492
Se 0.0661 0.1171 2.5972
V -0.3287 0.6852 0.2904
S 1.5963 0.3639 -0.8329
F 2.2346 -2.2264 -4.0679
F 2.8004 -3.5694 -2.4747
F 3.2341 -1.4514 -2.3042
N -0.6014 -1.0265 -0.7436
N 2.5277 -1.3868 2.4928
N 2.8676 0.7412 2.7065
C -1.2610 -3.0326 -1.7960
C 0.0087 -3.1210 -2.3475
C -3.2712 3.2430 -1.3274
C -1.9334 3.6139 -1.2354
C 2.6490 2.1856 2.8590
C 0.9753 -2.1543 -2.0999
C -1.3431 4.5647 -2.0618
C -2.1376 5.1561 -3.0316
C 2.3374 -2.3439 -2.7439
C 1.8754 -2.6942 2.3585
C -3.4784 4.8079 -3.1441
C 3.8912 -1.1978 2.5674
C -1.5388 -1.9567 -0.9802
C 1.9236 -0.1977 2.5682
C -4.0444 3.8626 -2.2970
C 4.1041 0.1316 2.7024
C 0.6317 -1.0853 -1.2881
H 2.1178 2.5676 1.9925
H 2.6560 -3.4245 2.1711
H 5.0115 0.6992 2.8059
H 4.5772 -2.0251 2.5309
H -2.0123 -3.7828 -1.9916
H -4.0915 5.2830 -3.8975
H 1.1844 -2.6647 1.5187
H -2.4955 -1.8093 -0.4971
H -1.7062 5.8945 -3.6928
H 1.3485 -2.9345 3.2787
H 2.0814 2.3685 3.7680
H 0.2549 -3.9599 -2.9877
H -0.3029 4.8400 -1.9593
H 3.6267 2.6518 2.9264
H -3.7082 2.5099 -0.6641
H -5.0900 3.6040 -2.3898
*
```

Kohn-Sham gap (alpha / beta) ... 0.219 / 0.281 Eh
ΔE to the lowest compared entry with this formula, charge and spin ... 0.0 kcal/mol
<S²> ... 1.16

(2)
Below is the molecule C4H10O in a non-equilibrium geometry, with properties calculated with ωB97M-V with the def2-TZVPD basis set.

```
! RIJCOSX wB97M-V def2-TZVPD def2/J DEFGRID3
* xyz 0 1
O -0.7799 -1.2350 -0.0313
C 0.4416 2.3434 0.3252
C -0.4355 1.0267 0.4118
C -0.1795 -2.5548 -0.2758
C 0.0813 -0.1597 -0.4342
H 1.5279 2.0109 0.4744
H 0.2639 3.0571 -0.6218
H -0.8909 -3.2691 0.0056
H -0.0201 2.9370 1.2594
H -1.5066 1.2478 0.0969
H 0.2730 -2.6344 -1.4022
H 1.0605 -0.5073 -0.1693
H -0.1160 -0.1347 -1.5852
H 0.7117 -2.7039 0.4582
H -0.4314 0.5761 1.4884
*
```

Kohn-Sham gap ... 0.394 Eh
ΔE to the lowest compared entry with this formula, charge and spin ... 49.7 kcal/mol

(3)
Below is the molecule CH2O3S in a non-equilibrium geometry, with properties calculated with ωB97M-V with the def2-TZVPD basis set.

```
! RIJCOSX wB97M-V def2-TZVPD def2/J DEFGRID3
* xyz 0 1
S -1.4476 0.0566 1.0738
O -0.0269 0.6865 1.6870
O -2.1235 1.2037 0.6093
O -0.5248 -0.3381 -0.4272
C -0.3632 -1.5403 -0.8938
H -0.2889 1.6191 1.8821
H 0.4026 -1.3985 -1.6219
*
```

Kohn-Sham gap ... 0.325 Eh
ΔE to the lowest compared entry with this formula, charge and spin ... 68.5 kcal/mol

Question: What is the ΔE to the lowest compared entry with this formula, charge and spin in the second record?
Answer: 49.7 kcal/mol